# 1
Molecular formula: BH26O11
Method: DFT, ωB97M-V/def2-TZVPD

Geometry as ORCA input:
```
! RIJCOSX wB97M-V def2-TZVPD def2/J DEFGRID3
* xyz -1 1
B 0.39 -0.37 -0.84
H 0.71 -1.41 -1.41
H -0.58 0.09 -1.44
H 0.10 -0.67 0.34
H 1.29 0.48 -0.84
O -2.73 0.41 1.58
H -3.30 -0.17 2.08
H -2.74 0.08 0.69
O 1.72 0.49 2.60
H 1.18 -0.12 2.04
H 2.46 0.70 2.07
O -0.36 -3.57 0.38
H -0.25 -2.92 -0.25
H -0.79 -3.16 1.13
O -1.26 -2.84 -3.20
H -1.58 -2.35 -2.41
H -0.35 -2.78 -2.95
O -2.75 -1.92 -0.72
H -3.62 -2.29 -0.48
H -2.27 -1.53 0.02
O 2.63 2.73 0.84
H 3.55 2.81 1.15
H 2.87 2.16 0.10
O -0.03 2.31 1.10
H -0.07 1.53 0.62
H 0.80 2.71 0.89
O -0.77 0.68 3.29
H -1.22 0.81 2.49
H -1.33 0.15 3.88
O 1.07 3.48 -1.60
H 0.47 4.17 -1.49
H 0.81 2.89 -2.35
O 2.15 -2.60 1.44
H 1.19 -2.68 1.26
H 2.52 -2.13 0.70
O 0.34 1.86 -3.70
H 0.36 1.14 -3.06
H -0.57 1.82 -3.98
*
```

Results
- HOMO level: -6.27 eV
- Orbital gap: 8.632 eV
- LUMO level: 0.0866 Eh
- Energy above the lowest of the compared OMol25 structures with the same formula, charge and spin: 202.4 kJ/mol
- Energy: -23620.94717 eV

---

# 2
Molecular formula: C4H12S
Method: DFT, ωB97M-V/def2-TZVPD

Geometry as ORCA input:
```
! RIJCOSX wB97M-V def2-TZVPD def2/J DEFGRID3
* xyz 0 1
C 0.85 -2.41 -0.11
S 0.82 -0.70 -0.75
C 2.49 -0.12 -0.33
H -0.19 -2.62 0.14
H 1.04 -3.01 -0.96
H 1.58 -2.60 0.66
H 2.97 -0.75 0.41
H 2.51 0.96 -0.23
H 3.12 -0.31 -1.21
C -2.43 2.21 1.53
C -2.46 1.67 0.11
H -2.03 1.52 2.27
H -1.64 2.98 1.51
H -3.27 2.83 1.82
H -1.49 1.55 -0.36
H -2.94 0.69 0.01
H -3.06 2.30 -0.54
*
```

Results
- HOMO level: -8.36 eV
- Structure (SMILES): CSC.CC
- Orbital gap: 9.402 eV
- LUMO level: 0.0383 Eh
- Energy above the lowest of the compared OMol25 structures with the same formula, charge and spin: 62.1 kJ/mol
- Energy: -15177.06234 eV

---

# 3
Molecular formula: C13H12InNO2SSe3Te
Method: DFT, ωB97M-V/def2-TZVPD

Geometry as ORCA input:
```
! RIJCOSX wB97M-V def2-TZVPD def2/J DEFGRID3
* xyz -2 1
In 1.21 0.49 1.35
O -1.71 -2.27 3.07
C -1.23 -1.46 2.28
O 0.03 -1.23 2.09
C -2.26 -0.58 1.45
C -3.35 -1.29 0.92
C -4.32 -0.59 0.22
C -4.25 0.79 0.07
C -3.18 1.42 0.66
C -2.12 0.75 1.27
S -0.81 1.78 1.87
H -3.30 -2.33 1.04
H -5.11 -1.18 -0.29
H -4.97 1.50 -0.41
H -3.04 2.55 0.58
Se 2.78 -0.58 3.04
Se 4.19 1.18 3.94
Te 4.88 1.78 1.56
Se 2.79 2.78 0.76
C -0.24 1.52 -1.85
C 0.83 0.50 -1.89
C 1.40 0.08 -3.05
C 2.41 -0.83 -2.67
C 2.42 -0.90 -1.27
C 3.27 -1.87 -0.47
N 1.47 -0.05 -0.77
H -0.92 1.54 -2.86
H -0.04 2.60 -1.54
H -1.00 1.25 -1.06
H 0.89 0.30 -3.98
H 3.02 -1.41 -3.32
H 3.65 -2.61 -1.07
H 2.57 -2.25 0.22
H 4.05 -1.38 0.10
*
```

Results
- HOMO level: -1.41 eV
- Orbital gap: 5.657 eV
- LUMO level: 0.1561 Eh
- Energy: -238606.59462 eV

---

# 4
Molecular formula: C6H41NO14
Method: DFT, ωB97M-V/def2-TZVPD

Geometry as ORCA input:
```
! RIJCOSX wB97M-V def2-TZVPD def2/J DEFGRID3
* xyz 0 1
C 0.90 1.25 0.00
C 1.90 2.25 -0.57
O 2.84 2.63 0.46
N -0.41 1.80 -0.01
C -1.57 0.93 0.33
C -1.85 0.01 -0.87
C -1.94 -1.41 -0.35
C -3.20 0.42 -1.44
H 1.24 0.81 0.96
H 0.98 0.35 -0.65
H 1.33 3.14 -0.91
H 2.43 2.02 -1.49
H 3.47 3.18 -0.01
H -0.62 2.78 0.08
H -2.36 1.63 0.64
H -1.35 0.33 1.21
H -1.15 0.17 -1.67
H -2.82 -1.53 0.29
H -0.97 -1.70 0.06
H -2.28 -2.13 -1.12
H -3.20 1.44 -1.84
H -4.03 0.32 -0.71
H -3.56 -0.18 -2.29
H -1.14 2.74 -3.18
H -2.24 2.43 -2.35
O -1.88 2.12 -3.20
H 3.38 -2.75 -0.52
H 4.72 -2.12 -0.02
O 4.00 -2.70 0.24
H 2.67 0.28 -4.13
H 1.41 0.51 -3.27
O 2.37 0.30 -3.22
H -0.98 0.64 -3.44
H -0.55 -0.84 -3.81
O -0.22 0.05 -3.63
H -3.82 0.51 3.17
H -2.40 0.11 2.67
O -3.30 0.32 2.38
H -0.70 -3.00 -2.37
H 0.77 -2.84 -2.66
O -0.10 -2.77 -3.09
H 2.36 -1.26 -2.26
H 1.54 -1.57 -1.10
O 2.19 -2.01 -1.66
H 3.65 2.03 2.60
H 2.27 2.32 2.34
O 2.83 2.10 3.12
H -2.91 2.82 0.15
H -3.65 3.31 -1.10
O -3.40 3.57 -0.22
H 1.56 -3.15 2.21
H 2.77 -2.44 1.51
O 1.94 -2.28 1.98
H -0.90 -1.39 5.29
H -0.01 -0.91 4.06
O -0.71 -1.54 4.36
H -0.40 -3.52 2.04
H -0.08 -3.30 3.58
O -0.06 -3.93 2.84
H 1.87 -0.80 3.07
H 1.88 0.68 3.76
O 1.49 -0.21 3.74
*
```

Results
- HOMO level: -8.90 eV
- Orbital gap: 8.946 eV
- LUMO level: 0.0016 Eh
- Energy above the lowest of the compared OMol25 structures with the same formula, charge and spin: 294.0 kJ/mol
- Energy: -37042.22349 eV

---

# 5
Molecular formula: C4H12NO2
Method: DFT, ωB97M-V/def2-TZVPD

Geometry as ORCA input:
```
! RIJCOSX wB97M-V def2-TZVPD def2/J DEFGRID3
* xyz -1 1
C -1.41 -1.05 0.32
O -1.72 -1.53 -0.92
C 0.02 -0.48 0.44
C 0.44 0.57 -0.58
C 0.43 1.98 0.10
N 1.32 2.21 1.22
H -2.12 -0.21 0.56
H -1.52 -1.78 1.16
H 0.00 0.34 1.44
H 0.83 -1.19 0.62
H 1.36 0.15 -1.00
H -0.28 0.61 -1.40
H -0.61 2.09 0.46
H 0.55 2.81 -0.64
H -0.53 0.46 2.10
H 2.24 1.82 1.01
H -0.47 -2.31 -1.42
H 1.08 -2.07 -1.46
O 0.39 -2.44 -2.01
*
```

Results
- HOMO level: -3.09 eV
- Orbital gap: 5.179 eV
- LUMO level: 0.0767 Eh
- Energy above the lowest of the compared OMol25 structures with the same formula, charge and spin: 636.4 kJ/mol
- Energy: -9921.62768 eV

---

# 6
Molecular formula: C6H10NO
Method: DFT, ωB97M-V/def2-TZVPD

Geometry as ORCA input:
```
! RIJCOSX wB97M-V def2-TZVPD def2/J DEFGRID3
* xyz 1 1
C 4.17 -0.61 -0.71
C 4.13 -1.81 -0.73
C -1.35 0.52 -1.07
C -1.31 -0.02 0.29
C -2.32 0.34 1.33
C 1.08 0.86 -0.25
N -0.34 1.06 -0.12
O 1.32 -0.34 -0.65
H 4.35 0.43 -0.70
H -0.94 -0.05 -1.89
H -2.12 1.23 -1.35
H -0.82 -0.98 0.43
H -3.08 -0.44 1.36
H -2.82 1.28 1.11
H -1.87 0.39 2.32
H 4.03 -2.85 -0.75
H -0.54 1.98 0.26
H 2.31 -0.54 -0.71
*
```

Results
- HOMO level: -13.94 eV
- Orbital gap: 10.028 eV
- LUMO level: -0.1439 Eh
- Energy above the lowest of the compared OMol25 structures with the same formula, charge and spin: 424.7 kJ/mol
- Energy: -9909.99133 eV